ORCA calculation (the ωB97M-V functional and the def2-TZVPD basis) on 3 unconnected molecules or ions with the total composition C6H16N2.

Output
- E_tot: -347.49568 a.u.
- Frontier orbital gap (spin up / spin down): 0.298 / 0.299 hartree
- Energy relative to the best compared isomer or geometry (same formula, charge and spin): 601.6 kJ/mol
- E_LUMO (spin up / spin down): 0.86 / 0.85 eV

The geometry in ORCA input format:
```
! wB97M-V def2-TZVPD RIJCOSX def2/J DEFGRID3
* xyz 0 1
N -0.159 1.764 1.068
N 0.169 0.817 0.320
C -1.230 -0.766 0.032
C -2.269 0.249 -0.366
C 1.991 1.498 -1.170
C 1.581 0.581 -0.018
C 0.139 -1.119 1.855
C -0.684 -1.577 -1.111
H 1.698 -0.463 -0.291
H 1.915 2.547 -0.883
H -0.558 -0.599 2.504
H -0.186 -0.956 -1.857
H -1.984 0.792 -1.268
H 1.351 1.340 -2.039
H -2.434 0.966 0.438
H -3.213 -0.269 -0.561
H -0.008 -2.365 -0.782
H 3.023 1.291 -1.457
H -1.681 -1.417 0.772
H 1.178 -0.868 2.050
H 0.639 2.071 1.656
H -1.516 -2.081 -1.615
H 2.212 0.765 0.862
H 0.027 -2.202 1.861
*
```

Atom charges from the natural (NBO) analysis, given in e for atoms 1 to 6:
1 N -0.379
2 N -0.104
3 C 0.054
4 C -0.668
5 C -0.608
6 C -0.270

ORCA calculation (the ωB97M-V functional and the def2-TZVPD basis) on a molecular structure, C15H18NPdS4.

Output
- E_tot: -2357.74143 a.u.
- Frontier orbital gap: 0.162 hartree
- Energy relative to the best compared isomer or geometry (same formula, charge and spin): 19.0 kJ/mol
- E_LUMO: 2.63 eV

The geometry in ORCA input format:
```
! wB97M-V def2-TZVPD RIJCOSX def2/J DEFGRID3
* xyz -1 1
Pd 0.087 0.124 0.333
S 2.418 0.412 0.152
S -4.009 -1.975 -0.026
S 0.264 0.403 2.726
S 0.052 3.006 0.274
N -0.093 -2.780 -0.242
C -1.962 -4.260 -0.253
C 2.873 -0.027 1.863
C -2.270 -1.768 -0.208
C 2.805 2.194 0.202
C -4.236 -0.280 -0.088
C 0.700 -3.841 -0.252
C -0.346 2.110 2.900
C 1.733 3.109 -0.389
C -1.865 -0.448 -0.317
C -3.050 0.371 -0.247
C 2.052 0.629 2.974
C -1.422 -2.956 -0.234
C 0.300 3.211 2.055
C -1.123 -5.352 -0.232
C 0.254 -5.154 -0.224
H 2.349 0.183 3.926
H 0.954 -5.980 -0.208
H 3.938 0.156 2.038
H 2.100 4.137 -0.340
H -3.035 -4.402 -0.283
H 1.368 3.283 2.259
H -1.397 2.010 2.618
H 3.004 2.468 1.238
H -0.136 4.162 2.372
H 2.273 1.694 3.046
H -5.226 0.149 -0.016
H -0.311 2.415 3.950
H -1.539 -6.354 -0.232
H 1.766 -3.626 -0.286
H 2.712 -1.106 1.884
H 3.731 2.371 -0.351
H 1.588 2.861 -1.443
H -3.012 1.453 -0.334
*
```

Atom charges from the natural (NBO) analysis, given in e for atoms 1 to 6:
1 Pd -0.058
2 S 0.261
3 S 0.271
4 S 0.250
5 S 0.245
6 N -0.419

ORCA calculation (the ωB97M-V functional and the def2-TZVPD basis) on 2 unconnected molecules or ions with the total composition C2H7NO4P.

Output
- E_tot: -777.59634 a.u.
- Frontier orbital gap: 0.334 hartree
- Energy relative to the best compared isomer or geometry (same formula, charge and spin): 90.0 kJ/mol
- E_LUMO: 3.91 eV

The geometry in ORCA input format:
```
! wB97M-V def2-TZVPD RIJCOSX def2/J DEFGRID3
* xyz -1 1
P 0.785 -0.189 1.768
O 0.963 -0.400 3.225
O 1.228 1.330 1.229
O 1.422 -1.155 0.800
O -1.802 0.590 1.250
N -0.120 1.017 -1.575
C -1.018 -0.270 1.429
C -0.292 -0.492 -1.879
H -0.894 1.259 -1.056
H 0.740 0.968 -1.145
H -1.089 -0.835 -1.250
H 1.462 1.052 0.340
H -1.500 -1.275 1.474
H -0.538 -0.560 -2.951
H 0.652 -1.039 -1.660
*
```

Atom charges from the natural (NBO) analysis, given in e for atoms 1 to 6:
1 P 2.236
2 O -1.133
3 O -0.987
4 O -1.191
5 O -0.564
6 N -0.840

ORCA calculation (the ωB97M-V functional and the def2-TZVPD basis) on 11 unconnected molecules or ions with the total composition C21H63O11.

Output
- E_tot: -1665.32635 a.u.
- Frontier orbital gap: 0.156 hartree
- Energy relative to the best compared isomer or geometry (same formula, charge and spin): 194.8 kJ/mol
- E_LUMO: 2.17 eV

The geometry in ORCA input format:
```
! wB97M-V def2-TZVPD RIJCOSX def2/J DEFGRID3
* xyz -1 1
O 0.310 0.275 1.599
O -4.031 1.927 3.365
O -1.577 -3.227 4.387
O 4.207 -1.966 2.652
O 3.294 -4.638 -3.000
O 3.618 3.121 1.034
O -6.916 -0.341 1.869
O -1.384 0.563 -7.563
O 3.687 2.166 5.057
O -1.198 6.740 -4.268
O -0.317 -6.918 -4.022
C -4.504 4.324 3.599
C -4.030 3.173 2.711
C 5.110 4.716 0.102
C 6.494 -2.301 2.697
C 3.994 3.731 -0.206
C 5.016 2.256 5.459
C -6.207 -1.048 -0.332
C -3.546 -4.501 4.664
C 0.075 0.328 -5.724
C -6.998 -1.388 0.928
C 2.782 -3.314 -2.685
C -0.241 -0.230 0.390
C -2.373 5.126 -2.995
C 5.292 -2.026 1.793
C 3.658 -2.272 -3.260
C -2.779 -3.576 3.794
C 5.445 3.712 5.685
C -1.148 5.996 -3.080
C -1.620 -7.078 -3.480
C -0.894 1.250 -6.451
C -2.139 -5.763 -2.922
H -0.102 -7.684 -4.559
H -6.560 -0.169 -0.872
H 5.547 1.782 4.634
H -3.172 -5.872 -2.593
H -2.667 -4.054 2.821
H -4.479 -4.796 4.183
H 6.173 -3.098 3.367
H -1.053 0.424 0.074
H 2.676 -3.216 -1.605
H -4.872 1.472 3.280
H -2.928 -5.370 4.893
H 5.404 -1.102 1.225
H 4.707 5.467 0.782
H -1.722 -7.798 -2.669
H 5.874 4.193 0.678
H -5.165 -0.962 -0.026
H -0.418 -0.538 -5.282
H -7.692 0.214 1.772
H 7.382 -2.603 2.142
H -1.977 1.131 -8.060
H 0.516 -0.256 -0.393
H 6.712 -1.425 3.308
H -4.348 5.317 3.179
H 3.521 -1.433 2.242
H 3.115 4.219 -0.627
H 5.481 5.045 -0.869
H 2.820 2.604 0.901
H -1.822 7.461 -4.157
H -6.622 -2.284 1.421
H 3.614 -2.391 -4.343
H -3.016 3.365 2.362
H 4.691 4.240 6.268
H -0.973 6.632 -2.212
H -3.307 5.668 -3.145
H 5.530 4.208 4.718
H -8.052 -1.609 0.756
H -2.370 4.438 -3.841
H 3.398 -1.260 -2.949
H 3.656 2.565 4.185
H -0.518 2.242 -6.701
H -0.245 5.387 -3.116
H -2.292 -7.473 -4.242
H -1.784 1.319 -5.826
H 6.438 3.706 6.134
H -5.582 4.207 3.706
H -6.279 -1.856 -1.059
H 5.241 -2.890 1.130
H 0.589 0.807 -4.891
H 4.711 -2.407 -3.009
H -4.003 4.336 4.567
H -2.192 -5.014 -3.712
H 1.792 -3.240 -3.134
H 2.513 -5.122 -3.276
H 0.768 -0.197 -6.381
H 4.283 2.968 -0.928
H -2.464 4.495 -2.111
H -4.565 3.187 1.761
H 5.269 1.675 6.346
H -1.450 -5.400 -2.159
H -3.435 -2.712 3.699
H -3.794 -4.117 5.653
H -0.591 -1.262 0.424
H -0.987 -3.983 4.336
*
```

Atom charges from the Löwdin analysis, given in e for atoms 1 to 6:
1 O -0.505
2 O -0.055
3 O -0.040
4 O -0.065
5 O -0.092
6 O -0.093